Record 1
{"formula": "C6H16N2", "method": "ωB97M-V with the def2-TZVPD basis set", "symbols": ["N", "C", "C", "N", "C", "C", "C", "C", "H", "H", "H", "H", "H", "H", "H", "H", "H", "H", "H", "H", "H", "H", "H", "H"], "xyz": [[0.15106, -2.01451, -2.38979], [-0.15371, -2.08213, -1.02493], [0.56788, -0.81233, -0.31999], [-0.47471, -0.15059, 0.58318], [-0.17252, -0.69454, 1.95664], [-1.15161, 1.99486, -0.52067], [-0.40405, 1.36723, 0.64795], [1.22664, 1.82314, 0.75389], [0.57806, -2.86829, -2.90365], [-0.52001, -1.67275, -2.99276], [-0.11300, -3.10656, -0.66374], [-1.25376, -1.73302, -0.90072], [0.84420, -0.14865, -1.20544], [1.40117, -1.11341, 0.28852], [-0.83689, -0.32964, 2.67980], [0.01215, -1.82279, 2.12008], [0.80682, -0.23147, 2.40123], [-1.15147, 3.08831, -0.44772], [-2.21909, 1.52432, -0.41028], [-0.81040, 1.64029, -1.43420], [-0.88948, 1.61587, 1.62088], [1.37725, 1.89759, -0.35747], [1.73713, 0.97779, 1.38166], [1.44835, 2.85126, 1.13753]], "spin_multiplicity": 2, "charge": -1, "s_squared": 0.7504, "e_tot_ha": -347.5573, "gap_ev": [2.4, 8.8]}

---

Record 2
{"formula": "C6H16N2", "method": "ωB97M-V with the def2-TZVPD basis set", "symbols": ["C", "C", "C", "C", "C", "C", "N", "N", "H", "H", "H", "H", "H", "H", "H", "H", "H", "H", "H", "H", "H", "H", "H", "H"], "xyz": [[-0.18961, -0.19040, 0.24915], [-0.24971, 1.25746, -0.37925], [1.01806, -0.27442, 1.24087], [-0.09310, -1.27657, -0.84768], [-1.48909, -0.45751, 1.05255], [1.03980, 1.69882, -1.08848], [-1.34425, 1.44168, -1.34135], [1.46273, -1.62166, 1.59729], [-0.42865, 1.97356, 0.43351], [-1.18765, 0.87042, -2.17155], [-2.23128, 1.14652, -0.94354], [0.66625, -2.22682, 1.78382], [1.95121, -2.03324, 0.80123], [1.89682, 0.24341, 0.85155], [0.75295, 0.24408, 2.17096], [-0.14264, -2.28427, -0.41894], [-1.66462, 0.33491, 1.78960], [-0.92685, -1.21334, -1.55497], [0.83961, -1.20448, -1.41355], [-2.36956, -0.50766, 0.40335], [-1.44009, -1.40740, 1.59557], [0.87221, 2.58645, -1.71030], [1.44833, 0.91802, -1.73665], [1.80918, 1.98242, -0.36323]], "spin_multiplicity": 1, "e_tot_ha": -347.7156, "gap_ev": 9.7}

---

Record 3
{"formula": "C6H16N2", "method": "ωB97M-V with the def2-TZVPD basis set", "symbols": ["C", "C", "C", "N", "H", "H", "H", "H", "H", "H", "H", "H", "H", "C", "C", "C", "N", "H", "H", "H", "H", "H", "H", "H"], "xyz": [[-0.03731, 0.75777, 1.04928], [2.34188, -0.07307, 0.11595], [2.43265, 0.18081, -1.20493], [0.07447, -0.17176, 2.15201], [0.90270, -0.00059, 2.70269], [-0.73026, -0.14022, 2.77040], [0.79520, 1.45539, 0.93898], [-0.85162, 1.47348, 1.21381], [2.70172, 0.64516, 0.83804], [2.08743, -1.05301, 0.49070], [0.52045, 0.47304, -1.74089], [2.25420, -0.59329, -1.93968], [2.85679, 1.10360, -1.57098], [-2.41626, 0.22670, -0.17170], [-0.63350, -1.51995, -0.39637], [-0.94840, -0.04102, -0.43706], [-0.51461, 0.55607, -1.62759], [-0.78228, 1.53309, -1.68639], [-2.68940, -0.15924, 0.80993], [-2.63846, 1.29314, -0.20361], [-1.37372, -2.07538, -0.97839], [0.33782, -1.73263, -0.83550], [-0.65755, -1.87167, 0.63561], [-3.03194, -0.26641, -0.92431]], "spin_multiplicity": 1, "e_tot_ha": -347.6188, "gap_ev": 8.6}

---

Record 4
{"formula": "C6H16N2", "method": "ωB97M-V with the def2-TZVPD basis set", "symbols": ["C", "N", "C", "C", "C", "N", "C", "C", "H", "H", "H", "H", "H", "H", "H", "H", "H", "H", "H", "H", "H", "H", "H", "H"], "xyz": [[0.65790, -0.11068, -0.29894], [0.14402, 1.18481, 0.24939], [0.14199, 2.40304, -0.63800], [0.92568, 3.52697, -0.02593], [-0.43940, -1.19663, -0.15928], [0.07451, -2.18097, 0.82005], [-0.55661, -2.08888, 2.16736], [-0.64345, -1.92715, -1.49193], [1.63941, -0.35245, 0.13192], [1.00478, 0.01286, -1.35680], [-0.83117, 1.10751, 0.50667], [0.74272, 2.02657, -1.50395], [-0.84427, 2.52754, -1.08817], [0.38466, 3.94322, 0.82873], [0.98992, 4.34705, -0.74049], [1.90496, 3.14445, 0.20804], [-1.35310, -0.63768, 0.06368], [0.15237, -3.11718, 0.45662], [0.04390, -2.59134, 2.90266], [-1.56936, -2.51598, 2.14833], [-0.45360, -1.00774, 2.31262], [-1.55009, -1.54556, -1.98542], [0.19824, -1.92746, -2.17499], [-0.76400, -3.02432, -1.33218]], "spin_multiplicity": 1, "e_tot_ha": -347.6457, "gap_ev": 9.6}

---

Record 5
{"formula": "C6H16N2", "method": "ωB97M-V with the def2-TZVPD basis set", "symbols": ["C", "C", "C", "N", "C", "N", "C", "C", "H", "H", "H", "H", "H", "H", "H", "H", "H", "H", "H", "H", "H", "H", "H", "H"], "xyz": [[-1.69425, 0.31153, 0.64741], [-3.03985, 0.20139, -0.01435], [-2.71609, -0.70548, 1.14363], [3.76271, -1.33603, -0.02263], [-0.54373, -0.46263, -0.01908], [0.57084, 0.37067, -0.43535], [1.62767, -0.38168, -0.96608], [1.03407, 1.30036, 0.59673], [-1.47634, 2.65622, -0.47169], [-1.18463, 2.61794, -1.15515], [-2.90175, -0.06176, -1.05813], [-3.61284, 1.11942, 0.15180], [-2.85495, -1.73896, 0.87176], [-3.05157, -0.43143, 2.13350], [3.87614, -2.06506, 0.68582], [4.06092, -1.74303, -0.90366], [-0.32196, -1.32665, 0.61494], [-0.87291, -0.91734, -0.97144], [2.58824, -0.84834, -0.26969], [2.10357, 0.14942, -1.79355], [1.11852, -1.28251, -1.32635], [1.82136, 1.92920, 0.17988], [0.21008, 1.90065, 0.97318], [1.49676, 0.74410, 1.40852]], "spin_multiplicity": 1, "e_tot_ha": -347.3453, "gap_ev": 3.8}

---

Record 6
{"formula": "C6H16N2", "method": "ωB97M-V with the def2-TZVPD basis set", "symbols": ["C", "C", "C", "N", "C", "N", "C", "C", "H", "H", "H", "H", "H", "H", "H", "H", "H", "H", "H", "H", "H", "H", "H", "H"], "xyz": [[0.57686, 0.66243, 0.51446], [-0.32150, 1.58124, 1.34228], [-1.52122, 0.85286, 2.07364], [-1.88623, 1.54436, 3.34337], [-0.05722, -0.51875, -0.27931], [0.63653, -0.47977, -1.56806], [1.12501, -1.80962, -1.97691], [1.50388, -1.72554, -3.46787], [0.96335, 1.35705, -0.14913], [1.35424, 0.37123, 1.15774], [-0.64821, 2.42170, 0.70169], [0.34690, 2.15249, 1.97598], [-2.36218, 0.92186, 1.46975], [-1.35622, -0.23774, 2.29677], [-1.06353, 1.80525, 3.88490], [-2.53132, 0.98984, 3.80248], [-1.15186, -0.38369, -0.41341], [-0.04172, -1.45089, 0.30532], [-0.06461, -0.07874, -2.26519], [0.51062, -2.64369, -1.80286], [1.96150, -1.82087, -1.26136], [1.00437, -1.01952, -4.04597], [1.43147, -2.78177, -3.88062], [2.56023, -1.31035, -3.44097]], "spin_multiplicity": 1, "e_tot_ha": -347.6407, "gap_ev": 9.8}

---

Record 7
{"formula": "C6H16N2", "method": "ωB97M-V with the def2-TZVPD basis set", "symbols": ["C", "C", "C", "C", "H", "H", "H", "H", "H", "H", "H", "H", "H", "H", "C", "N", "N", "C", "H", "H", "H", "H", "H", "H"], "xyz": [[0.41200, 1.05574, 0.50544], [1.62798, 1.41796, -0.33294], [-0.73280, 2.04819, 0.38077], [0.62764, 0.44666, 1.75261], [-0.12345, -0.04443, -0.24010], [0.13959, -1.08483, 1.39899], [2.42086, 0.67630, -0.22511], [1.36789, 1.48828, -1.39288], [2.03675, 2.38379, -0.02859], [-1.60824, 1.70713, 0.93203], [-0.44281, 3.02849, 0.76704], [-1.02469, 2.17863, -0.66411], [-0.05401, 0.65132, 2.56948], [1.63656, 0.19929, 2.06170], [-0.54906, -1.28349, -0.60431], [-1.86971, -1.00386, -1.09693], [0.37707, -1.77659, -1.59750], [-0.48229, -1.91931, 0.69331], [-2.31953, -1.85832, -1.41199], [-1.85220, -0.35582, -1.87584], [0.52148, -1.11028, -2.34770], [1.27817, -2.00768, -1.19635], [-1.42802, -1.96556, 1.22333], [0.04081, -2.87164, 0.72964]], "spin_multiplicity": 1, "e_tot_ha": -347.6138, "gap_ev": 8.4}

---

Record 8
{"formula": "C6H16N2", "method": "ωB97M-V with the def2-TZVPD basis set", "symbols": ["C", "N", "C", "C", "C", "N", "C", "C", "H", "H", "H", "H", "H", "H", "H", "H", "H", "H", "H", "H", "H", "H", "H", "H"], "xyz": [[2.17426, 0.08248, -0.69239], [1.48457, -0.76278, 0.06450], [-1.28381, -0.10749, 1.35153], [-2.27460, -0.41581, 0.24006], [-1.76513, -0.57922, -1.18576], [-1.04513, -1.94073, -1.18731], [-0.93272, 1.38719, 1.44497], [3.48781, 0.64429, -0.33671], [1.90554, 0.24412, -1.75683], [1.60471, 0.16180, 0.66631], [-0.29990, -0.60358, 1.15417], [-1.64911, -0.45107, 2.32295], [-2.82215, -1.34078, 0.45329], [-3.04673, 0.36631, 0.23462], [-2.56018, -0.76459, -1.89573], [-1.06050, 0.14688, -1.54877], [-0.93566, -2.25830, -2.14843], [-0.12365, -1.63727, -0.88169], [-1.60494, 1.93134, 0.78368], [-1.00873, 1.81920, 2.44465], [0.11459, 1.66365, 1.24816], [4.10881, 0.81370, -1.21353], [3.41002, 1.60763, 0.17360], [4.12264, -0.00698, 0.26463]], "spin_multiplicity": 1, "e_tot_ha": -347.5839, "gap_ev": 9.3}

---

Results for relative energy (zero: lowest compared OMol25 entry of this formula, charge and spin): 2.7537; 0.2508; 2.8845; 2.1540; 10.3281; 2.2893; 3.0201; 3.8339 (in eV, following the order of the records).